# C4H7OP

A cluster of 2 separate species, C4H7OP in total in a non-equilibrium geometry (ωB97M-V/def2-TZVPD, the OMol25 dataset).

Calculated values
highest occupied orbital energy (alpha / beta)	-8.9 / -8.7	eV
LUMO (alpha / beta)	-0.92 / -0.77	eV
frontier orbital gap (alpha / beta)	8.0 / 7.9	eV
ΔE to the lowest compared entry with this formula, charge and spin	522.14	kJ/mol
maximum force	4.095	eV Å⁻¹

Cartesian coordinates (Å):
1 P -1.540 -1.733 -1.417
2 O 0.601 0.593 -2.422
3 C 0.458 0.294 -1.258
4 C 1.614 0.528 -0.358
5 C -0.717 -0.417 -0.792
6 C -0.885 0.256 1.673
7 H -1.610 0.955 1.186
8 H -1.166 -0.883 1.707
9 H 2.398 1.019 -0.956
10 H 1.280 1.304 0.414
11 H -2.156 -2.134 -0.304
12 H -0.066 0.601 2.259
13 H 1.789 -0.383 0.268

# C4H7OP

The molecule C4H7OP in a non-equilibrium geometry (ωB97M-V/def2-TZVPD, the OMol25 dataset).

Calculated values
highest occupied orbital energy	-9.8	eV
SMILES	O=[P@@H]1C=CCC1
LUMO	0.91	eV
frontier orbital gap	10.7	eV
ΔE to the lowest compared entry with this formula, charge and spin	37.56	kJ/mol
maximum force	3.285	eV Å⁻¹

Cartesian coordinates (Å):
1 P -1.387 -0.060 0.379
2 O -2.664 -0.188 -0.319
3 C -0.387 1.367 -0.028
4 C 1.198 -0.353 -0.081
5 C 0.912 1.096 -0.201
6 C -0.010 -1.175 -0.244
7 H -1.530 -0.215 1.694
8 H 1.374 -0.506 0.922
9 H 2.050 -0.652 -0.715
10 H 1.645 1.805 -0.483
11 H -0.004 -2.044 0.324
12 H -0.762 2.327 -0.058
13 H -0.434 -1.403 -1.189

# C4H7OP

The molecule C4H7OP in a non-equilibrium geometry (ωB97M-V/def2-TZVPD, the OMol25 dataset).

Calculated values
highest occupied orbital energy (alpha / beta)	-9.0 / -7.3	eV
LUMO (alpha / beta)	-0.13 / -0.37	eV
frontier orbital gap (alpha / beta)	8.8 / 6.9	eV
ΔE to the lowest compared entry with this formula, charge and spin	602.96	kJ/mol
maximum force	4.576	eV Å⁻¹

Cartesian coordinates (Å):
1 P 1.160 -0.385 -0.817
2 O -1.544 0.325 -1.073
3 C -1.709 0.900 0.200
4 C -1.367 -0.506 0.104
5 C 0.007 -1.205 0.369
6 C 1.854 0.968 0.021
7 H 0.090 -0.013 -1.807
8 H 0.210 -0.895 1.327
9 H -0.938 1.531 0.568
10 H 2.444 1.832 -0.302
11 H 2.020 0.972 1.137
12 H -2.110 -1.306 0.114
13 H -0.118 -2.217 0.159

# C4H7P

The molecule C4H7P in a non-equilibrium geometry (ωB97M-V/def2-TZVPD, the OMol25 dataset).

Calculated values
highest occupied orbital energy (alpha / beta)	-8.6 / -7.5	eV
LUMO (alpha / beta)	-0.12 / 0.12	eV
frontier orbital gap (alpha / beta)	8.5 / 7.6	eV
ΔE to the lowest compared entry with this formula, charge and spin	490.34	kJ/mol
maximum force	2.964	eV Å⁻¹

Cartesian coordinates (Å):
1 P -1.325 -0.510 -0.203
2 C 1.680 0.886 -0.267
3 C 0.276 -1.150 0.251
4 C 1.574 -0.421 -0.090
5 C -1.584 1.189 0.158
6 H 1.258 1.836 -0.160
7 H 0.558 -2.258 -0.053
8 H -1.229 -0.423 -1.675
9 H 2.530 -1.046 -0.017
10 H -1.314 1.533 1.226
11 H -2.500 1.598 -0.472
12 H 0.076 -1.234 1.303